1.
C23H48Cl2GeN4OSi3Ti as an isolated structure, computed with the ωB97M-V functional and the def2-TZVPD basis.

```
! wB97M-V def2-TZVPD RIJCOSX def2/J DEFGRID3
* xyz 2 1
Ti 0.131 -0.170 -0.183
N -0.709 -0.353 1.889
C -1.899 0.284 2.546
C -3.115 0.366 1.629
C -3.381 1.778 1.107
C -2.172 2.447 0.478
N -1.531 1.563 -0.530
H -0.835 -1.365 1.957
H 0.098 -0.205 2.500
H -1.594 1.277 2.865
H -2.122 -0.280 3.452
H -4.001 0.015 2.158
H -2.987 -0.323 0.791
H -3.728 2.413 1.925
H -4.200 1.750 0.384
H -1.417 2.688 1.228
H -2.477 3.389 0.021
H -0.966 2.140 -1.153
H -2.259 1.175 -1.128
O 0.735 0.236 -1.804
C 0.498 0.084 -3.134
C 1.276 0.754 -4.060
C 1.016 0.571 -5.407
C -0.010 -0.273 -5.821
C -0.776 -0.938 -4.885
C -0.535 -0.771 -3.519
C -1.300 -1.494 -2.509
N -1.164 -1.435 -1.172
C -2.066 -2.344 -0.627
C -2.752 -2.931 -1.627
N -2.262 -2.384 -2.792
H 2.074 1.398 -3.716
H 1.619 1.086 -6.143
H -0.207 -0.413 -6.875
H -1.566 -1.590 -5.238
H -2.136 -2.524 0.430
H -3.521 -3.684 -1.622
H -2.556 -2.641 -3.721
C 4.250 0.328 -0.730
Si 3.968 -0.829 0.723
C 4.053 0.047 2.376
C 5.326 -2.107 0.703
Ge 1.823 -1.946 0.509
Si 2.133 -3.512 -1.314
C 3.219 -4.925 -0.765
C 2.949 -2.584 -2.722
C 0.513 -4.285 -1.842
Si 1.292 -3.110 2.559
C -0.384 -3.949 2.380
C 1.230 -1.972 4.058
C 2.612 -4.385 2.876
H 4.846 1.192 -0.424
H 3.336 0.696 -1.195
H 4.819 -0.200 -1.500
H 4.851 0.797 2.368
H 4.304 -0.675 3.158
H 3.123 0.527 2.682
H 6.265 -1.600 0.951
H 5.452 -2.550 -0.285
H 5.182 -2.907 1.430
H 4.150 -4.619 -0.296
H 3.475 -5.503 -1.660
H 2.697 -5.602 -0.088
H 4.036 -2.664 -2.636
H 2.703 -1.521 -2.749
H 2.666 -3.023 -3.683
H 0.126 -4.935 -1.054
H 0.687 -4.909 -2.723
H -0.267 -3.562 -2.095
H -1.221 -3.285 2.632
H -0.450 -4.787 3.080
H -0.550 -4.348 1.377
H 0.258 -1.497 4.217
H 1.999 -1.196 4.042
H 1.412 -2.580 4.949
H 2.697 -5.120 2.076
H 2.355 -4.920 3.796
H 3.592 -3.929 3.025
Cl 1.472 2.109 0.442
C 1.898 2.894 2.032
Cl 0.992 2.275 3.383
H 1.676 3.943 1.880
H 2.955 2.702 2.166
*
```

Results
- Energy: -160939.0826 eV
- HOMO energy: -13.52 eV
- Energy relative to the best compared isomer or geometry (same formula, charge and spin): 0.00 kcal/mol
- Orbital gap: 6.90 eV
- Molecular weight: 672.30 g mol⁻¹

Need the Löwdin charges? In units of e they are: number 1, Ti, carries 0.732; number 2, N, carries -0.071; number 3, C, carries -0.200; number 4, C, carries -0.176; number 5, C, carries -0.178; number 6, C, carries -0.232; number 7, N, carries -0.032; number 8, H, carries 0.021; number 9, H, carries 0.019; number 10, H, carries 0.079; number 11, H, carries 0.127; number 12, H, carries 0.125; number 13, H, carries 0.080; number 14, H, carries 0.130; number 15, H, carries 0.124; number 16, H, carries 0.086; number 17, H, carries 0.128; number 18, H, carries 0.080; number 19, H, carries 0.103; number 20, O, carries -0.273; number 21, C, carries -0.289; number 22, C, carries 0.017; number 23, C, carries -0.023; number 24, C, carries -0.040; number 25, C, carries 0.001; number 26, C, carries -0.077; number 27, C, carries -0.247; number 28, N, carries -0.024; number 29, C, carries -0.106; number 30, C, carries -0.019; number 31, N, carries 0.149; number 32, H, carries 0.133; number 33, H, carries 0.125; number 34, H, carries 0.123; number 35, H, carries 0.117; number 36, H, carries 0.104; number 37, H, carries 0.141; number 38, H, carries 0.171; number 39, C, carries -0.220; number 40, Si, carries 0.328; number 41, C, carries -0.218; number 42, C, carries -0.204; number 43, Ge, carries 0.635; number 44, Si, carries 0.344; number 45, C, carries -0.200; number 46, C, carries -0.192; number 47, C, carries -0.194; number 48, Si, carries 0.330; number 49, C, carries -0.210; number 50, C, carries -0.202; number 51, C, carries -0.197; number 52, H, carries 0.042; number 53, H, carries -0.026; number 54, H, carries 0.037; number 55, H, carries 0.048; number 56, H, carries 0.042; number 57, H, carries -0.031; number 58, H, carries 0.052; number 59, H, carries 0.027; number 60, H, carries 0.026; number 61, H, carries 0.021; number 62, H, carries 0.052; number 63, H, carries 0.027; number 64, H, carries 0.039; number 65, H, carries 0.003; number 66, H, carries 0.045; number 67, H, carries 0.036; number 68, H, carries 0.052; number 69, H, carries -0.013; number 70, H, carries 0.020; number 71, H, carries 0.049; number 72, H, carries 0.017; number 73, H, carries 0.020; number 74, H, carries 0.016; number 75, H, carries 0.050; number 76, H, carries 0.018; number 77, H, carries 0.049; number 78, H, carries 0.032; number 79, Cl, carries 0.646; number 80, C, carries -0.859; number 81, Cl, carries 0.657; number 82, H, carries 0.048; number 83, H, carries 0.031

2.
C23H48N2O2OsP2 as an isolated structure at a distorted geometry, computed with the ωB97M-V functional and the def2-TZVPD basis.

```
! wB97M-V def2-TZVPD RIJCOSX def2/J DEFGRID3
* xyz 4 5
Os 0.357 0.359 -0.502
C 1.123 0.336 -2.152
O 1.581 0.168 -3.233
C 0.841 2.067 -0.018
O 1.079 3.131 0.421
P -1.839 0.587 -1.239
C -3.102 1.375 -0.110
H -3.945 1.646 -0.759
C -1.794 1.953 -2.574
H -0.941 2.568 -2.224
C -2.923 -0.747 -1.997
H -3.176 -1.381 -1.132
C 2.224 -2.593 0.270
P 1.905 -0.808 0.771
H 3.159 -1.278 2.775
H 1.342 -3.092 0.699
C 3.682 -0.121 0.519
H 4.309 -0.963 0.846
C -1.467 1.447 -3.980
H -2.324 0.953 -4.460
H -0.594 0.788 -4.013
H -1.224 2.322 -4.604
C -3.013 2.890 -2.701
H -2.759 3.658 -3.449
H -3.274 3.421 -1.783
H -3.901 2.364 -3.078
C -4.257 -0.271 -2.577
H -4.878 0.271 -1.854
H -4.820 -1.171 -2.862
H -4.139 0.332 -3.485
C -2.150 -1.598 -3.003
H -2.718 -2.523 -3.179
H -1.162 -1.877 -2.615
H -2.022 -1.091 -3.966
C -3.593 0.387 0.944
H -4.208 -0.413 0.511
H -4.206 0.913 1.692
H -2.732 -0.067 1.451
C -2.558 2.642 0.541
H -1.742 2.372 1.227
H -3.353 3.116 1.138
H -2.180 3.385 -0.171
C 3.492 -3.246 0.858
H 3.592 -3.152 1.945
H 4.407 -2.871 0.380
H 3.445 -4.321 0.632
C 2.199 -2.828 -1.236
H 3.080 -2.408 -1.738
C 1.708 0.192 3.401
H 1.293 -2.417 -1.696
H 2.214 -3.914 -1.414
C 1.256 -2.247 3.151
H 0.685 0.482 3.130
H 1.731 -0.011 4.484
H 2.352 1.055 3.199
C 2.088 -1.068 2.636
H 1.323 -2.268 4.248
H 1.596 -3.217 2.775
H 0.201 -2.111 2.882
C 4.014 1.091 1.384
H 3.252 1.874 1.273
H 4.969 1.515 1.044
H 4.141 0.841 2.442
C 4.032 0.204 -0.928
H 3.864 -0.617 -1.632
H 5.097 0.473 -0.979
H 3.468 1.081 -1.272
H 0.177 -0.822 1.441
H -1.375 -1.081 -0.416
N -1.829 1.371 4.047
C -1.906 2.124 5.157
C -1.055 3.204 4.962
C -0.496 3.022 3.689
N -0.960 1.883 3.127
H -2.305 0.499 3.822
H -2.543 1.861 5.998
H -0.854 4.018 5.630
H 0.215 3.648 3.172
*
```

Results
- Energy: -52699.0173 eV
- Expectation value of S²: 6.051
- HOMO energy (spin up / spin down): -20.75 / -21.60 eV
- Energy relative to the best compared isomer or geometry (same formula, charge and spin): 1.89 kcal/mol
- Orbital gap (spin up / spin down): 6.60 / 4.80 eV
- Molecular weight: 636.83 g mol⁻¹

Need the Löwdin charges? In units of e they are: number 1, Os, carries 1.001; number 2, C, carries -0.336; number 3, O, carries 0.200; number 4, C, carries -0.311; number 5, O, carries 0.176; number 6, P, carries 0.902; number 7, C, carries -0.515; number 8, H, carries 0.105; number 9, C, carries -0.431; number 10, H, carries 0.100; number 11, C, carries -0.519; number 12, H, carries 0.103; number 13, C, carries -0.499; number 14, P, carries 0.899; number 15, H, carries 0.125; number 16, H, carries 0.112; number 17, C, carries -0.416; number 18, H, carries 0.119; number 19, C, carries -0.071; number 20, H, carries 0.096; number 21, H, carries 0.060; number 22, H, carries 0.131; number 23, C, carries -0.041; number 24, H, carries 0.135; number 25, H, carries 0.077; number 26, H, carries 0.097; number 27, C, carries -0.050; number 28, H, carries 0.090; number 29, H, carries 0.126; number 30, H, carries 0.084; number 31, C, carries -0.082; number 32, H, carries 0.120; number 33, H, carries 0.055; number 34, H, carries 0.085; number 35, C, carries -0.091; number 36, H, carries 0.093; number 37, H, carries 0.107; number 38, H, carries 0.051; number 39, C, carries -0.106; number 40, H, carries 0.020; number 41, H, carries 0.118; number 42, H, carries 0.079; number 43, C, carries -0.059; number 44, H, carries 0.084; number 45, H, carries 0.101; number 46, H, carries 0.124; number 47, C, carries -0.087; number 48, H, carries 0.085; number 49, C, carries -0.110; number 50, H, carries 0.049; number 51, H, carries 0.118; number 52, C, carries -0.076; number 53, H, carries 0.021; number 54, H, carries 0.118; number 55, H, carries 0.068; number 56, C, carries -0.510; number 57, H, carries 0.119; number 58, H, carries 0.087; number 59, H, carries 0.077; number 60, C, carries -0.062; number 61, H, carries 0.074; number 62, H, carries 0.128; number 63, H, carries 0.091; number 64, C, carries -0.067; number 65, H, carries 0.073; number 66, H, carries 0.133; number 67, H, carries 0.078; number 68, H, carries 0.137; number 69, H, carries 0.177; number 70, N, carries 0.085; number 71, C, carries 0.110; number 72, C, carries 0.133; number 73, C, carries -0.035; number 74, N, carries 0.083; number 75, H, carries 0.182; number 76, H, carries 0.183; number 77, H, carries 0.157; number 78, H, carries 0.138

3.
A 3-piece molecular cluster, C23H48N5O4S overall at a distorted geometry, computed with the ωB97M-V functional and the def2-TZVPD basis.

```
! wB97M-V def2-TZVPD RIJCOSX def2/J DEFGRID3
* xyz 1 3
C 7.961 1.473 -2.533
S 7.049 0.473 -3.662
O 6.618 -0.736 -3.000
O 7.773 0.381 -4.897
C 5.500 1.371 -4.054
C 4.894 2.139 -2.889
C 4.265 1.196 -1.870
N 3.258 0.345 -2.553
C 3.819 -0.326 -3.637
N 3.552 -1.603 -3.738
N 4.584 0.321 -4.542
H 8.968 1.062 -2.579
H 7.562 1.369 -1.529
H 7.975 2.506 -2.868
H 5.730 2.034 -4.885
H 4.097 2.763 -3.301
H 5.609 2.831 -2.452
H 3.734 1.747 -1.099
H 4.984 0.536 -1.390
H 2.501 0.941 -2.879
H 3.134 -2.055 -2.940
H 3.727 -2.140 -4.573
H 5.082 -0.339 -5.137
C -0.955 2.040 1.915
C 0.131 1.234 1.169
C 0.012 -0.268 1.461
C 0.565 -0.715 2.812
C 1.970 -0.170 3.045
C 2.036 1.353 2.903
N 1.508 1.710 1.541
O 2.373 1.544 0.610
C 1.245 2.031 4.024
C 3.476 1.843 3.007
C -0.075 1.457 -0.327
H -0.547 2.933 2.385
H -1.717 2.371 1.211
H -1.455 1.447 2.681
H 0.536 -0.818 0.671
H -1.043 -0.533 1.375
H -0.102 -0.412 3.623
H 0.589 -1.806 2.835
H 2.333 -0.437 4.041
H 2.660 -0.620 2.323
H 1.247 3.114 3.901
H 1.734 1.797 4.970
H 0.215 1.697 4.100
H 4.125 1.344 2.292
H 3.842 1.636 4.013
H 3.531 2.919 2.835
H 0.082 2.505 -0.591
H -1.104 1.184 -0.565
H 0.596 0.839 -0.921
C -6.129 -2.022 2.235
C -5.292 -0.972 1.473
C -6.163 -0.133 0.522
C -6.550 -0.822 -0.784
C -5.332 -1.432 -1.470
C -4.561 -2.386 -0.555
N -4.191 -1.629 0.688
O -3.167 -0.876 0.523
C -5.399 -3.630 -0.249
C -3.279 -2.861 -1.228
C -4.653 -0.045 2.505
H -5.642 -2.994 2.247
H -6.250 -1.717 3.273
H -7.126 -2.147 1.811
H -5.623 0.789 0.285
H -7.060 0.161 1.073
H -7.316 -1.583 -0.612
H -7.003 -0.083 -1.447
H -5.626 -1.979 -2.370
H -4.657 -0.632 -1.788
H -4.875 -4.291 0.443
H -5.555 -4.172 -1.182
H -6.378 -3.410 0.165
H -2.661 -2.025 -1.549
H -3.545 -3.459 -2.101
H -2.694 -3.482 -0.548
H -3.958 -0.595 3.141
H -5.446 0.364 3.132
H -4.118 0.778 2.037
*
```

Results
- Energy: -51096.4005 eV
- Expectation value of S²: 2.008
- HOMO energy (spin up / spin down): -9.85 / -11.09 eV
- Orbital gap (spin up / spin down): 6.63 / 7.86 eV
- Molecular weight: 490.74 g mol⁻¹

Need the Löwdin charges? In units of e they are: number 1, C, carries -0.121; number 2, S, carries 0.653; number 3, O, carries -0.300; number 4, O, carries -0.287; number 5, C, carries -0.306; number 6, C, carries -0.133; number 7, C, carries -0.147; number 8, N, carries 0.080; number 9, C, carries -0.361; number 10, N, carries 0.275; number 11, N, carries 0.127; number 12, H, carries 0.087; number 13, H, carries 0.079; number 14, H, carries 0.083; number 15, H, carries 0.144; number 16, H, carries 0.134; number 17, H, carries 0.119; number 18, H, carries 0.101; number 19, H, carries 0.123; number 20, H, carries 0.153; number 21, H, carries 0.151; number 22, H, carries 0.150; number 23, H, carries 0.152; number 24, C, carries -0.015; number 25, C, carries -0.459; number 26, C, carries -0.129; number 27, C, carries -0.165; number 28, C, carries -0.132; number 29, C, carries -0.490; number 30, N, carries -0.089; number 31, O, carries -0.068; number 32, C, carries -0.031; number 33, C, carries -0.039; number 34, C, carries -0.044; number 35, H, carries 0.077; number 36, H, carries 0.082; number 37, H, carries 0.079; number 38, H, carries 0.121; number 39, H, carries 0.098; number 40, H, carries 0.108; number 41, H, carries 0.116; number 42, H, carries 0.126; number 43, H, carries 0.123; number 44, H, carries 0.094; number 45, H, carries 0.094; number 46, H, carries 0.062; number 47, H, carries 0.073; number 48, H, carries 0.091; number 49, H, carries 0.092; number 50, H, carries 0.093; number 51, H, carries 0.087; number 52, H, carries 0.059; number 53, C, carries -0.021; number 54, C, carries -0.469; number 55, C, carries -0.131; number 56, C, carries -0.170; number 57, C, carries -0.134; number 58, C, carries -0.493; number 59, N, carries -0.095; number 60, O, carries -0.054; number 61, C, carries -0.033; number 62, C, carries -0.041; number 63, C, carries -0.046; number 64, H, carries 0.076; number 65, H, carries 0.081; number 66, H, carries 0.082; number 67, H, carries 0.121; number 68, H, carries 0.126; number 69, H, carries 0.107; number 70, H, carries 0.115; number 71, H, carries 0.125; number 72, H, carries 0.124; number 73, H, carries 0.093; number 74, H, carries 0.093; number 75, H, carries 0.062; number 76, H, carries 0.074; number 77, H, carries 0.088; number 78, H, carries 0.091; number 79, H, carries 0.094; number 80, H, carries 0.092; number 81, H, carries 0.067